{"formula": "C5H12NO", "method": "the ωB97M-V functional and the def2-TZVPD basis", "symbols": ["H", "C", "H", "H", "H", "H", "H", "O", "H", "H", "C", "H", "C", "C", "H", "C", "H", "H", "N"], "coordinates": [[-0.633, -0.103, -2.406], [2.675, 1.100, 0.385], [-3.969, -0.386, 1.035], [-2.869, -1.690, 1.096], [0.921, -0.404, -1.523], [-2.341, -0.129, 2.022], [2.775, 1.820, -0.428], [2.477, -1.190, 0.574], [1.514, -1.329, 0.534], [0.399, 1.261, -1.581], [-0.813, -0.022, -0.267], [3.372, 1.335, 1.250], [-2.867, -0.571, 1.116], [-2.174, -0.323, -0.197], [1.614, 1.095, 0.812], [-0.080, 0.265, -1.506], [-2.764, -0.312, -1.155], [-0.201, -0.320, 0.550], [2.965, -0.098, -0.313]], "nbo_charge": [0.19, -0.44, 0.20, 0.21, 0.29, 0.23, 0.17, -0.72, 0.40, 0.24, -0.17, 0.10, -0.66, -0.23, 0.10, -0.71, 0.18, 0.19, -0.56], "e_homo_ev": -1.15, "de_lowest_kcal_mol": 97.8, "mol_weight_g_mol": 102.2, "homo_lumo_gap_ha": 0.171, "lumo_energy_ev": 3.517, "e_tot_ev": -8912.82079, "charge": -1}

{"formula": "C9H20MgNO", "method": "the ωB97M-V functional and the def2-TZVPD basis", "symbols": ["C", "C", "N", "O", "H", "H", "H", "H", "C", "C", "H", "H", "C", "H", "C", "H", "C", "H", "H", "H", "H", "C", "H", "H", "H", "H", "H", "C", "H", "H", "Mg", "H"], "coordinates": [[-2.321, -0.683, -0.257], [3.904, 0.833, 0.582], [1.089, -0.221, -0.221], [-1.066, 0.065, -0.037], [2.804, -1.168, -1.015], [-5.147, 1.936, 0.649], [-5.373, -0.505, -0.975], [-2.183, -1.235, -1.204], [-4.861, -0.171, -0.063], [4.845, 0.695, -0.659], [4.551, 1.155, 1.418], [-4.773, -0.989, 0.670], [-0.037, -0.706, 0.308], [-3.143, 1.189, 0.328], [-3.446, 0.391, -0.374], [2.040, -2.128, 0.285], [-5.692, 0.981, 0.635], [-5.922, 0.711, 1.678], [-0.001, -0.713, 1.426], [4.016, -1.261, 1.282], [3.137, 1.613, 0.444], [2.286, -1.108, -0.042], [-6.647, 1.079, 0.093], [5.044, 1.663, -1.155], [5.814, 0.318, -0.278], [4.427, 0.001, -1.428], [2.626, -0.307, 1.916], [3.257, -0.502, 1.024], [-3.364, 0.780, -1.404], [-2.528, -1.439, 0.523], [5.802, -0.172, -2.929], [0.863, -0.103, -1.218]], "nbo_charge": [-0.08, -0.42, -0.44, -0.44, 0.23, 0.21, 0.22, 0.20, -0.41, -0.69, 0.23, 0.20, 0.53, 0.22, -0.42, 0.23, -0.61, 0.22, 0.24, 0.24, 0.21, -0.26, 0.22, 0.24, 0.24, 0.17, 0.21, -0.40, 0.22, 0.20, 0.05, 0.43], "e_homo_ev": -8.80, "de_lowest_kcal_mol": 18.2, "mol_weight_g_mol": 182.6, "homo_lumo_gap_ha": 0.098, "lumo_energy_ev": -6.131, "e_tot_ev": -18629.07761, "charge": 1}

{"formula": "C2H2BrP", "method": "the ωB97M-V functional and the def2-TZVPD basis", "symbols": ["C", "Br", "H", "P", "C", "H"], "coordinates": [[-0.366, -0.364, 0.689], [-3.446, 0.271, -0.028], [-0.391, 0.521, -1.344], [-1.807, -1.300, 0.038], [-0.626, -0.165, -0.614], [0.381, -0.208, 1.360]], "nbo_charge": [-0.42, -0.33, 0.23, 0.73, -0.44, 0.23], "e_homo_ev": -9.38, "smiles": "BrP1=CC=1", "de_lowest_kcal_mol": 3.3, "mol_weight_g_mol": 136.9, "homo_lumo_gap_ha": 0.368, "lumo_energy_ev": 0.641, "e_tot_ev": -81435.82215}

{"formula": "C20H57N5O6", "method": "the ωB97M-V functional and the def2-TZVPD basis", "symbols": ["C", "H", "H", "H", "C", "C", "H", "C", "H", "N", "C", "C", "H", "C", "N", "H", "H", "H", "O", "H", "C", "H", "H", "C", "N", "H", "H", "C", "H", "H", "H", "H", "H", "C", "H", "H", "H", "H", "C", "H", "H", "H", "O", "H", "N", "H", "H", "H", "H", "H", "O", "C", "H", "H", "C", "O", "H", "N", "C", "C", "H", "H", "O", "H", "H", "H", "H", "H", "H", "H", "C", "H", "H", "H", "H", "H", "C", "H", "O", "H", "C", "H", "H", "C", "H", "H", "H", "H"], "coordinates": [[-1.578, 7.442, -2.094], [0.383, 8.116, -1.508], [-6.366, -3.336, -3.048], [-0.387, 4.964, 0.768], [-3.295, -0.739, 6.020], [3.258, -0.740, -3.894], [-3.771, -1.327, -2.289], [4.584, -3.875, 2.647], [0.072, -1.440, 1.711], [-2.233, 0.169, 5.791], [4.001, 0.472, -3.298], [-4.492, -4.881, -4.327], [3.803, -3.898, -4.434], [8.215, -0.696, 3.259], [4.219, 0.248, -1.876], [8.478, 0.211, 3.803], [-2.275, -4.228, 3.695], [-0.266, -1.223, 0.251], [7.101, -1.309, 3.950], [-3.293, -3.441, 2.523], [6.685, -2.571, 3.295], [3.152, -0.532, -4.959], [4.463, -1.304, 4.735], [-4.812, -1.014, -2.208], [4.185, -1.979, 4.038], [5.964, -0.069, -4.184], [-7.309, -0.914, -4.266], [5.200, -2.979, 3.754], [-5.288, -5.542, -3.985], [4.880, -0.513, -1.939], [-2.557, 8.708, -3.560], [0.446, 6.547, -2.331], [-5.425, -0.615, 6.688], [5.373, 0.785, -3.853], [5.005, -4.880, 2.644], [-5.072, -0.834, -4.253], [3.285, 1.282, -3.436], [3.524, -4.103, 2.762], [-0.114, 7.152, -1.618], [5.793, 1.299, -2.988], [7.986, -0.445, 2.223], [-5.259, -1.315, -1.261], [-4.502, -3.543, -3.856], [-4.661, -4.787, -5.400], [-6.889, -0.705, -3.372], [9.103, -1.327, 3.271], [5.416, 1.557, -4.621], [5.239, -3.421, 4.750], [-3.260, 7.642, -1.147], [-3.503, -5.295, -4.129], [3.906, -1.985, -3.721], [-1.540, 8.478, -3.240], [-4.518, -2.257, 5.068], [-2.653, 0.884, 5.215], [3.157, -3.101, -4.066], [0.380, -0.996, 0.921], [-3.924, -3.927, 4.113], [-2.335, 8.012, -0.980], [-4.550, 0.029, 6.598], [-5.759, -2.906, -3.844], [-4.775, 0.819, 5.882], [-1.014, 8.002, -4.067], [-0.102, 6.606, -0.353], [-4.069, -0.944, 3.916], [2.794, -3.586, -3.159], [-7.518, -1.279, -2.828], [-2.104, 7.433, -0.185], [-2.945, -1.476, 6.743], [-1.596, -0.342, 5.197], [7.468, -3.313, 3.450], [-3.739, -1.564, 4.749], [4.709, -3.358, 1.695], [-6.357, -3.025, -4.748], [2.266, -0.819, -3.449], [-4.269, 0.505, 7.538], [2.365, -2.813, -4.757], [-5.638, -1.371, -3.491], [4.149, -1.311, 3.281], [-2.575, -2.356, 4.312], [3.480, -0.058, -1.259], [-3.072, -3.492, 3.589], [0.256, 4.674, -0.833], [-1.144, 9.427, -2.877], [-0.456, 5.279, -0.273], [6.660, -2.271, 2.248], [-4.640, 0.031, -1.947], [-1.483, 5.137, -0.612], [-2.022, 6.462, -2.271]], "mulliken_charge": [0.29, 0.35, 0.31, 0.23, 0.15, -0.68, 0.33, -1.34, 0.32, -0.67, 0.37, -0.76, 0.24, -0.72, -0.73, 0.25, 0.27, 0.30, -0.33, 0.28, -0.58, 0.33, 0.29, -1.42, -0.68, 0.29, 0.29, 0.30, 0.31, 0.28, 0.34, 0.37, 0.37, -1.38, 0.33, 0.24, 0.34, 0.38, -0.68, 0.39, 0.32, 0.30, -0.30, 0.31, -0.74, 0.29, 0.37, 0.33, 0.28, 0.23, -0.35, -1.31, 0.38, 0.29, -0.75, -0.63, 0.34, -0.75, -1.30, -0.63, 0.34, 0.34, -0.38, 0.27, 0.25, 0.28, 0.29, 0.31, 0.31, 0.35, -0.62, 0.31, 0.35, 0.43, 0.34, 0.35, 0.49, 0.22, -0.31, 0.23, -0.76, 0.29, 0.36, -0.65, 0.28, 0.39, 0.29, 0.34], "e_homo_ev": -9.02, "smiles": "COC[C@H](C)N.COC[C@H](C)N.COC[C@H](C)N.COC[C@H](C)N.COC[C@H](C)N.O", "de_lowest_kcal_mol": 89.8, "mol_weight_g_mol": 463.7, "homo_lumo_gap_ha": 0.337, "lumo_energy_ev": 0.157, "e_tot_ev": -41394.31767}

{"formula": "C10H17Cl3O2Os", "method": "the ωB97M-V functional and the def2-TZVPD basis", "symbols": ["C", "Os", "H", "H", "C", "C", "C", "H", "C", "C", "H", "C", "Cl", "H", "H", "H", "H", "C", "H", "O", "H", "Cl", "H", "C", "H", "H", "H", "C", "H", "O", "Cl", "H", "H"], "coordinates": [[2.916, 1.096, -0.312], [-0.539, -0.769, 0.477], [-0.369, -3.582, -1.588], [-0.415, 1.214, 1.811], [2.047, -0.091, -0.233], [1.038, -2.059, 0.547], [0.801, -3.269, 1.387], [3.242, -1.117, 2.371], [1.773, -0.365, -2.774], [0.943, -1.990, -0.924], [1.618, -0.919, 3.057], [2.287, -0.585, 2.273], [-2.165, -2.180, 0.103], [0.567, -2.943, 2.405], [0.650, -2.787, -2.844], [2.539, 1.841, -1.017], [1.730, 0.723, -2.912], [1.666, -0.806, 0.948], [3.924, 0.800, -0.631], [-0.192, 1.140, 0.841], [2.440, 0.479, 2.415], [-0.937, 0.292, -1.659], [2.999, 1.564, 0.665], [1.606, -0.797, -1.357], [1.040, -0.811, -3.457], [2.761, -0.737, -3.064], [-0.035, 2.321, -1.050], [0.608, -3.131, -1.803], [1.660, -3.960, 1.375], [0.295, 3.145, -1.595], [-0.740, -0.848, 2.856], [1.413, -3.870, -1.656], [-0.101, -3.789, 1.043]], "nbo_charge": [-0.66, 1.18, 0.22, 0.45, 0.01, -0.18, -0.64, 0.18, -0.66, -0.12, 0.23, -0.64, -0.40, 0.24, 0.21, 0.29, 0.28, -0.11, 0.17, -0.94, 0.22, -0.41, 0.21, 0.05, 0.22, 0.18, 0.42, -0.63, 0.18, -1.39, -0.56, 0.19, 0.22], "e_homo_ev": [0.96, 0.95], "spin_multiplicity": 5, "s_squared": 6.03, "de_lowest_kcal_mol": 25.9, "mol_weight_g_mol": 465.8, "homo_lumo_gap_ha": [0.149, 0.148], "lumo_energy_ev": [5.021, 4.969], "e_tot_ev": -54772.61507, "charge": -2}

{"formula": "C3H13NO4", "method": "the ωB97M-V functional and the def2-TZVPD basis", "symbols": ["H", "H", "H", "H", "C", "H", "H", "O", "O", "H", "O", "H", "H", "H", "C", "H", "C", "H", "H", "N", "O"], "coordinates": [[-1.169, 0.196, 2.011], [3.161, 0.476, 0.041], [2.497, -0.492, -1.328], [0.276, -2.087, 0.462], [1.044, 2.597, 0.917], [0.743, 3.170, 1.787], [-1.500, 0.389, -2.020], [-1.524, -1.041, -0.765], [-1.783, 1.081, -2.649], [0.267, 0.375, -0.961], [-1.657, -0.617, 1.833], [-1.080, -1.357, 2.092], [1.731, 3.009, 0.176], [0.521, -3.374, 1.279], [2.269, 0.149, -0.487], [-1.752, -0.877, 0.190], [1.058, 0.639, -0.279], [-1.898, 0.570, -3.458], [-2.094, -1.784, -1.001], [0.591, 1.420, 0.795], [0.300, -2.441, 1.363]], "nbo_charge": [0.50, 0.20, 0.21, 0.50, -0.03, 0.18, 0.49, -1.01, -0.96, 0.21, -0.97, 0.51, 0.16, 0.48, -0.46, 0.51, -0.04, 0.46, 0.47, -0.43, -0.97], "e_homo_ev": -9.38, "smiles": "C=CN=C.O.O.O.O", "de_lowest_kcal_mol": 51.4, "mol_weight_g_mol": 127.1, "homo_lumo_gap_ha": 0.366, "lumo_energy_ev": 0.574, "e_tot_ev": -13000.93745}

{"formula": "C20H30ClIrN3O5PS2", "method": "the ωB97M-V functional and the def2-TZVPD basis", "symbols": ["H", "C", "C", "C", "C", "H", "H", "H", "H", "H", "H", "H", "O", "H", "Ir", "C", "H", "H", "H", "H", "C", "H", "H", "C", "N", "H", "C", "C", "N", "H", "O", "O", "N", "C", "H", "O", "H", "C", "H", "S", "C", "C", "H", "P", "H", "C", "H", "H", "C", "O", "Cl", "H", "C", "C", "C", "C", "H", "C", "H", "H", "S", "H", "H"], "coordinates": [[2.404, 2.903, 4.848], [2.028, -3.872, -1.810], [1.820, -2.662, -5.405], [-2.794, 0.658, 0.545], [-1.093, 1.941, 5.345], [-4.004, 3.730, 0.005], [-2.180, 4.368, -1.395], [2.281, -3.645, 0.793], [-3.693, 2.897, 1.540], [1.780, 3.846, 3.501], [-3.624, 2.558, -2.079], [-3.191, 0.572, 1.558], [2.072, -1.686, 1.057], [-1.434, 2.704, 2.348], [0.320, -0.427, 1.675], [-1.088, 2.735, 1.313], [-1.346, 2.991, 5.186], [2.931, 0.610, -1.940], [-0.091, 3.178, 1.311], [3.493, -0.237, -0.485], [0.851, 1.922, 3.735], [1.050, -1.952, -5.710], [-2.026, 1.389, 5.460], [2.669, -0.136, -1.191], [-3.481, 1.729, -0.179], [-0.652, 0.507, -1.694], [1.972, -2.667, -3.912], [2.221, -1.478, -3.231], [-1.607, 2.385, -1.614], [1.548, -3.646, -5.782], [-2.797, -2.606, 0.221], [-0.961, -1.825, -1.041], [-1.997, 3.548, 0.503], [2.180, -2.666, 0.312], [0.827, 3.682, 4.979], [-0.697, -2.290, 1.276], [-3.013, 0.892, -2.036], [1.961, -5.200, -1.102], [-2.959, -0.293, 0.045], [-0.947, -0.079, 3.495], [2.342, -1.440, -1.855], [1.899, -3.850, -3.190], [0.369, 1.854, -1.171], [-0.991, 1.014, 0.660], [1.039, -5.292, -0.530], [-0.285, 1.383, 4.201], [1.985, -6.005, -1.834], [-0.516, 4.017, -0.896], [-1.542, 3.647, -0.881], [-0.992, -4.052, -0.243], [-1.392, -2.709, 0.008], [2.752, -2.357, -5.885], [2.200, -2.646, -1.132], [-3.356, 3.010, 0.508], [1.495, 3.158, 4.298], [-2.974, 1.864, -1.542], [2.329, -0.557, -3.794], [-0.631, 1.421, -1.103], [-0.549, 1.866, 6.288], [2.802, -5.347, -0.424], [1.720, 1.186, 2.401], [1.736, -4.783, -3.717], [1.825, 0.239, -0.611]], "nbo_charge": [0.23, 0.10, -0.64, -0.58, -0.65, 0.20, 0.20, 0.15, 0.20, 0.22, 0.20, 0.24, -0.66, 0.24, 0.51, -0.57, 0.22, 0.21, 0.24, 0.24, -0.21, 0.23, 0.23, -0.62, -0.45, 0.26, 0.07, -0.24, -0.45, 0.22, -0.81, -0.85, -0.46, 0.46, 0.22, -0.89, 0.21, -0.66, 0.26, 0.06, 0.08, -0.24, 0.23, 1.22, 0.26, -0.22, 0.22, 0.20, -0.07, -0.82, 2.55, 0.23, -0.17, -0.07, -0.64, -0.08, 0.21, -0.57, 0.22, 0.22, -0.03, 0.21, 0.22], "e_homo_ev": -7.32, "de_lowest_kcal_mol": 11.6, "mol_weight_g_mol": 715.3, "homo_lumo_gap_ha": 0.245, "lumo_energy_ev": -0.644, "e_tot_ev": -82249.52050}

{"formula": "C21H24N12SSn", "method": "the ωB97M-V functional and the def2-TZVPD basis", "symbols": ["C", "C", "Sn", "N", "C", "H", "H", "H", "H", "N", "H", "C", "H", "C", "C", "C", "C", "H", "H", "C", "C", "H", "C", "N", "N", "H", "C", "H", "H", "C", "N", "H", "H", "H", "H", "C", "N", "C", "C", "H", "H", "C", "N", "N", "H", "S", "H", "H", "H", "N", "C", "N", "N", "C", "N", "H", "C", "H", "C"], "coordinates": [[-2.861, -1.165, 1.649], [-4.451, 0.806, 1.390], [0.357, -0.803, -0.707], [3.489, -0.690, -0.648], [1.102, -0.473, -4.040], [-4.935, -0.933, 3.500], [4.249, 3.009, -0.538], [-0.541, -3.543, 2.399], [-0.405, 4.282, -2.486], [2.449, -0.537, -3.940], [-2.617, 0.728, 2.479], [-2.743, -2.851, -0.085], [-0.361, -4.599, -0.621], [2.547, 0.240, 3.318], [-3.284, -1.688, 0.416], [1.634, -0.085, 2.333], [0.407, 3.739, -2.973], [-4.431, 0.650, 4.102], [-3.123, -3.261, -1.010], [-1.835, -1.851, 2.333], [3.340, 1.976, 1.880], [0.916, -0.884, 2.465], [2.680, 3.621, -1.949], [-0.969, -0.412, -3.517], [0.410, -0.119, -5.122], [2.566, -0.303, 4.247], [-1.740, -3.549, 0.614], [-0.788, -5.447, 0.862], [-4.737, 1.731, 1.882], [3.235, 2.995, -0.881], [2.246, 2.260, -0.271], [-3.384, -0.750, 4.313], [3.125, 4.283, -2.666], [-5.361, 0.226, 1.247], [4.157, 1.573, 3.816], [2.387, 1.573, 0.952], [1.360, 3.278, -1.997], [3.424, 1.287, 3.079], [-4.084, -0.268, 3.637], [-0.030, 2.897, -3.510], [3.004, -0.559, -4.788], [-1.184, -4.811, 0.073], [4.388, -0.831, -2.578], [1.561, 0.556, 1.172], [-1.491, -1.470, 3.283], [-0.446, 1.771, -0.704], [-4.034, 1.049, 0.415], [3.998, 2.807, 1.690], [-4.076, -1.201, -0.129], [0.240, -0.631, -3.002], [-1.291, -3.011, 1.833], [-0.817, -0.097, -4.740], [2.486, -0.553, -1.529], [1.099, 2.432, -0.985], [4.568, -0.864, -1.304], [-1.937, -5.355, -0.498], [-3.462, 0.053, 2.264], [0.908, 4.400, -3.676], [3.081, -0.630, -2.748]], "nbo_charge": [0.33, -0.62, 1.25, -0.06, 0.41, 0.22, 0.26, 0.25, 0.24, -0.36, 0.25, -0.17, 0.28, -0.22, -0.22, 0.06, -0.42, 0.25, 0.25, -0.20, -0.23, 0.19, -0.03, -0.02, -0.21, 0.25, 0.23, 0.26, 0.25, -0.06, -0.36, 0.22, 0.26, 0.22, 0.25, 0.39, -0.32, -0.11, -0.58, 0.24, 0.48, -0.68, -0.22, -0.51, 0.24, -0.22, 0.22, 0.25, 0.26, -0.49, -0.20, -0.03, -0.51, 0.27, -0.03, 0.27, -0.32, 0.24, 0.40], "e_homo_ev": [-14.24, -14.23], "de_lowest_kcal_mol": 19.8, "mol_weight_g_mol": 595.3, "homo_lumo_gap_ha": [0.159, 0.188], "lumo_energy_ev": [-9.903, -9.119], "e_tot_ev": -56696.33232, "charge": 2}

> What is the formula in the sixth record?

C3H13NO4